DFT (ωB97M-V with the def2-TZVPD basis set) results for the ion C6H5F3N3S with charge +1.

Results
largest force on an atom = 3.912 eV Å⁻¹
E_HOMO = -12.146 eV
total charge = +1
SMILES string = Nc1[nH]c[n+]2c(C(F)(F)F)csc12
energy relative to the best compared isomer or geometry (same formula, charge and spin) = 0.0 kcal per mole
E = -29754.256 eV
orbital gap = 8.89 eV

```
18
C6H5F3N3S (ωB97M-V with the def2-TZVPD basis set)
C -1.0981 -0.3180 2.0222
C 1.0004 0.6206 -0.8833
C -0.1777 0.5609 1.6242
C -0.1651 -1.1296 -1.6508
C -0.5075 -0.9025 -0.3236
C 0.4309 1.8063 2.1747
N 0.7716 -0.1756 -1.9503
N 0.2258 0.1766 0.0859
N -0.6388 -2.0030 -2.5544
F 0.1349 1.9484 3.4592
F 1.7597 1.8110 2.0368
F -0.0249 2.8816 1.5126
S -1.5764 -1.5390 0.9052
H -1.5649 -0.3113 2.9915
H 1.6879 1.4403 -0.8451
H 1.2177 -0.0723 -2.8526
H -1.2280 -2.7657 -2.2719
H -0.2476 -2.0288 -3.4802
```

Here are the natural (NBO) charges for atoms 1 to 6, given in e: atom 1 (C): -0.317, atom 2 (C): 0.202, atom 3 (C): 0.052, atom 4 (C): 0.353, atom 5 (C): -0.148, atom 6 (C): 0.951